Record 1
Computed, not measured: 2 unconnected molecules or ions with the total composition C3H6N2O3S, with the ωB97M-V functional and the def2-TZVPD basis.

Computed properties:
Lowest unoccupied orbital energy, eV: 0.64
2S+1: 1
Maximum force, eV Å⁻¹: 3.54
Energy above the lowest of the compared OMol25 structures with the same formula, charge and spin, eV: 2.975
Electronic energy, a.u.: -851.2243

CARTESIAN COORDINATES (ANGSTROEM)
1 C 2.09328 -2.07041 -0.34393
2 C 1.66902 -0.96452 -0.09183
3 C 1.53772 0.41516 0.36655
4 N 2.65755 1.15192 0.20697
5 N -2.56690 1.02311 0.21735
6 O 0.50587 0.91955 0.75230
7 O -1.07923 -0.35448 -1.34827
8 O -2.86624 -1.46265 0.02325
9 S -1.54768 -0.45486 0.00724
10 H -3.63865 -1.23830 -0.56194
11 H 2.11545 -3.15164 -0.42706
12 H 3.57928 0.72709 0.29608
13 H 2.63864 2.16658 0.08958
14 H -2.49060 1.33890 1.19873
15 H -2.60750 1.95456 -0.38502

***

Record 2
Computed, not measured: a single C3H6N2O3S2 molecule, with the ωB97M-V functional and the def2-TZVPD basis.

Computed properties:
Lowest unoccupied orbital energy, eV: 0.55
2S+1: 1
Maximum force, eV Å⁻¹: 4.13
Energy above the lowest of the compared OMol25 structures with the same formula, charge and spin, eV: 1.117
Electronic energy, a.u.: -1249.4239
SMILES: NC(=O)[C@@]1(CS)NS1(=O)=O

CARTESIAN COORDINATES (ANGSTROEM)
1 C 1.11595 -0.51592 0.91589
2 C -0.14276 0.16151 -0.22919
3 C -0.95092 1.13809 0.60137
4 N 0.56003 0.64650 -1.47861
5 N 1.81473 -1.46756 0.36090
6 O 1.25790 0.09835 1.94114
7 O -1.70449 -0.04428 -2.54419
8 O -0.09736 -1.87069 -2.00332
9 S -2.01342 0.19697 1.66907
10 S -0.54986 -0.50517 -1.73591
11 H -1.49408 1.74118 -0.08497
12 H -0.25986 1.72009 1.17020
13 H 0.33224 1.64019 -1.76500
14 H 1.42400 -1.78554 -0.61531
15 H 2.62080 -1.92994 0.85950
16 H -1.91289 0.77625 2.93845

***

Record 3
Computed, not measured: a single C3H6N2O4 molecule, with the ωB97M-V functional and the def2-TZVPD basis.

Computed properties:
Lowest unoccupied orbital energy, eV: 0.25
2S+1: 1
Maximum force, eV Å⁻¹: 7.90
Energy above the lowest of the compared OMol25 structures with the same formula, charge and spin, eV: 4.780
Electronic energy, a.u.: -528.2805
SMILES: CNC(=O)N(O)C(=O)O

CARTESIAN COORDINATES (ANGSTROEM)
1 C 1.26979 0.49233 -2.27521
2 N -0.72752 -0.12718 0.43770
3 C -0.93724 -0.41161 2.09349
4 N 0.17111 -0.14188 -1.59332
5 C 0.37429 -0.69172 -0.08748
6 O -1.10145 1.20131 0.26755
7 O -0.31680 -1.37525 2.75586
8 O -1.72177 0.37847 2.58517
9 O 1.24215 -1.40875 0.25500
10 H -1.53383 1.39505 1.14939
11 H -0.66202 -1.42590 3.66595
12 H -0.74513 0.18861 -1.87150
13 H 2.20709 0.13806 -1.84677
14 H 1.24789 1.58398 -2.20405
15 H 1.23345 0.20449 -3.33178

***

Record 4
Computed, not measured: a single C3H6N2OS molecule, with the ωB97M-V functional and the def2-TZVPD basis.

Computed properties:
Lowest unoccupied orbital energy, eV: 0.16
2S+1: 1
Maximum force, eV Å⁻¹: 1.02
Energy above the lowest of the compared OMol25 structures with the same formula, charge and spin, eV: 1.211
Electronic energy, a.u.: -700.8447
SMILES: [H]/N=C(/N)OC(C)=S

CARTESIAN COORDINATES (ANGSTROEM)
1 C -0.93819 -1.74848 1.04586
2 C 0.24311 -1.01373 0.44758
3 C 0.51546 1.14112 -0.70802
4 H -1.38275 -1.12027 1.82753
5 H -1.70097 -1.90488 0.26594
6 H -0.59889 -2.69455 1.46723
7 H 0.00553 2.90617 -1.46581
8 H -1.30480 2.07440 -0.70167
9 H 2.27907 0.50763 -0.50995
10 N -0.41550 2.02622 -1.21952
11 N 1.74708 1.29087 -0.85289
12 O -0.21889 0.12417 -0.07541
13 S 1.76975 -1.58869 0.47911

***

Record 5
Computed, not measured: a single C3H6N2OS molecule, with the ωB97M-V functional and the def2-TZVPD basis.

Computed properties:
Lowest unoccupied orbital energy, eV: 0.73
2S+1: 1
Maximum force, eV Å⁻¹: 1.47
Energy above the lowest of the compared OMol25 structures with the same formula, charge and spin, eV: 0.940
Electronic energy, a.u.: -700.8547
SMILES: O=C1NCCN1S

CARTESIAN COORDINATES (ANGSTROEM)
1 C 1.17072 0.82780 -0.59185
2 C 2.05276 -0.42161 -0.52964
3 C -0.10895 -0.90423 0.39911
4 H -1.43445 1.95872 1.07456
5 H 1.14992 1.30929 -1.57152
6 H 1.39502 1.60577 0.13993
7 H 2.98812 -0.22004 0.02372
8 H 2.24640 -0.81539 -1.53117
9 H 1.27500 -2.34459 0.12625
10 N -0.17821 0.32170 -0.25720
11 N 1.21498 -1.35171 0.31092
12 O -1.04454 -1.49080 0.92232
13 S -1.57551 1.28944 -0.10513

***

Record 6
Computed, not measured: a single C3H6N2OS molecule, with the ωB97M-V functional and the def2-TZVPD basis.

Computed properties:
Lowest unoccupied orbital energy, eV: 0.66
2S+1: 1
Maximum force, eV Å⁻¹: 2.09
Energy above the lowest of the compared OMol25 structures with the same formula, charge and spin, eV: 2.661
Electronic energy, a.u.: -700.7914
SMILES: C=NNCC(=O)S

CARTESIAN COORDINATES (ANGSTROEM)
1 C -1.92222 -0.30426 -0.33338
2 C -0.76364 -0.87553 0.51589
3 C 2.23446 0.60865 -0.69493
4 H -0.94850 1.58131 0.29624
5 H -0.53674 -1.87790 0.10340
6 H -1.10443 -1.02004 1.51221
7 H 0.93285 -0.17407 1.31190
8 H 2.54999 1.07925 0.22849
9 H 2.85575 0.67461 -1.60673
10 N 0.39161 0.00210 0.49748
11 N 1.12952 -0.07598 -0.70030
12 O -2.63250 -1.05139 -0.96471
13 S -2.18616 1.43325 -0.16555

***

Which of these has the lowest lowest unoccupied orbital energy?
number 4